A 14-piece molecular cluster, C4H37N2O13S overall, computed with ωB97M-V/def2-TZVPD.

Properties
HOMO: -3.9 eV
2S+1: 1
M: 353.408 g mol⁻¹
Net charge: -1
Relative energy (zero: lowest compared OMol25 entry of this formula, charge and spin): 202.32 kJ/mol
Gap between HOMO and LUMO: 6.197 eV

Last column: natural (NBO) charge in e.
Element x y z (Å)
C1 -1.973011 1.155953 1.719215  -0.666
C2 -1.872355 -0.293470 2.313413  -0.044
C3 -3.209541 -0.994906 1.891845  -0.522
S1 -3.340276 -1.278593 0.067440  -0.650
N1 -0.664905 -1.086671 2.232520  -0.682
C4 -0.080456 -1.250417 0.872316  -0.107
N2 1.043253 -0.326064 0.669138  -0.957
H1 -2.452881 1.820814 2.433426  0.207
H2 -2.518225 1.134577 0.784189  0.249
H3 -0.984830 1.693054 1.514221  0.213
H4 -2.008758 -0.206277 3.462490  0.154
H5 -3.300025 -2.005273 2.375356  0.187
H6 -3.948481 -0.244413 2.201399  0.193
H7 -0.950530 -2.042281 2.465276  0.358
H8 0.174400 -2.292542 0.671932  0.193
H9 -0.878726 -0.954250 0.178539  0.220
H10 1.921002 -0.758758 0.983224  0.402
H11 0.905458 0.584080 1.122891  0.394
H12 2.545775 1.105767 -3.319232  0.479
H13 3.155221 1.880059 -2.153365  0.469
O1 2.819323 1.987379 -3.047874  -0.949
H14 -0.556664 3.467056 -1.964461  0.491
H15 0.296892 3.602601 -0.753236  0.472
O2 -0.611713 3.394726 -1.000531  -0.957
H16 -0.283862 3.899002 1.560608  0.478
H17 -1.276949 4.421207 0.528311  0.491
O3 -0.670255 4.713204 1.221048  -0.978
H18 0.522148 2.395918 2.884650  0.506
H19 1.798104 2.088228 2.402620  0.488
O4 1.005494 2.526280 2.047678  -0.982
H20 0.414989 1.180328 -3.262493  0.496
H21 -0.891998 1.232108 -4.122019  0.485
O5 -0.061864 1.690270 -3.948359  -1.002
H22 -0.552078 -3.058516 -1.918875  0.506
H23 -0.277740 -4.143609 -2.949825  0.456
O6 -0.582521 -3.221384 -2.889471  -0.982
H24 3.804372 -1.220180 -0.108392  0.473
H25 3.232504 -2.463372 0.519023  0.501
O7 3.482636 -1.547551 0.735096  -0.955
H26 0.221657 0.065933 4.125967  0.505
H27 1.600283 0.239007 3.403638  0.481
O8 0.942780 0.688448 3.945466  -0.983
H28 2.633233 2.580754 0.455029  0.488
H29 2.601353 1.041764 0.026214  0.489
O9 3.128454 1.760250 0.388951  -0.979
H30 2.388102 -3.970936 -1.422894  0.477
H31 2.483963 -2.513864 -1.619699  0.497
O10 2.991186 -3.246887 -1.218728  -0.964
H32 0.785058 -0.068526 -1.075140  0.505
H33 -0.014503 -0.681163 -2.300243  0.493
O11 0.823856 -0.253566 -2.051108  -1.035
H34 -2.210680 -4.262638 -0.832648  0.469
H35 -2.126745 -2.897673 0.006345  0.483
O12 -1.596113 -3.634203 -0.462207  -1.060
H36 -2.294840 -1.200018 -3.363383  0.489
H37 -3.194206 0.005739 -3.027173  0.489
O13 -2.335779 -0.236502 -3.398104  -0.974

Cartesian forces, eV/Å:
C 2.38 0.18 0.12
C -2.13 0.69 2.02
C 0.98 -0.18 -0.59
S -0.37 -0.01 0.51
N 0.73 -1.50 -0.98
C -0.86 1.96 0.16
N 0.36 -0.14 0.17
H -0.37 -0.15 0.09
H -0.12 -0.02 -0.15
H -1.23 -1.15 0.14
H 0.13 0.22 -1.39
H -0.17 1.11 0.02
H -0.36 -0.70 0.14
H -0.01 0.39 0.35
H 0.30 0.20 0.12
H 0.29 -0.34 -0.14
H -0.47 0.49 -0.07
H -0.35 -0.66 -0.02
H -0.15 -0.04 0.06
H 0.03 -0.03 0.14
O 0.24 0.13 -0.05
H -0.29 -0.42 -0.07
H -0.13 0.03 0.31
O 0.36 -0.02 -0.85
H 0.08 0.10 -0.12
H 0.24 -0.03 -0.01
O -0.27 0.40 0.51
H -0.58 0.09 -0.39
H 0.29 0.37 -0.86
O 0.57 -0.12 1.20
H -0.59 0.12 -0.22
H 0.10 -0.27 0.36
O 0.29 0.33 -0.09
H -0.66 -0.24 -0.37
H -0.27 0.54 -0.11
O 0.78 -0.29 0.15
H 0.15 0.10 -0.02
H 0.15 0.32 -0.07
O 0.53 -0.47 0.44
H 0.40 -0.09 -0.66
H -0.48 -0.48 0.04
O 0.16 0.37 0.94
H -0.47 -0.31 -0.24
H -0.65 0.29 0.02
O 1.19 0.03 0.03
H 0.20 -0.31 0.15
H 0.31 0.07 0.20
O -0.85 0.07 -0.70
H 0.10 -0.36 -0.23
H 0.29 0.27 0.19
O -0.10 -0.21 -0.25
H -0.50 0.06 -0.03
H -0.26 -0.31 -0.89
O 0.91 0.07 0.94
H -0.05 0.02 0.11
H 0.26 -0.16 0.24
O -0.05 0.00 -0.29